[1]
ORCA calculation (ωB97M-V/def2-TZVPD) on one molecule with the formula C3H7NO3 in a non-equilibrium geometry.

Structure (ORCA input):
```
! wB97M-V def2-TZVPD RIJCOSX def2/J DEFGRID3
* xyz 0 1
C -1.719 0.604 0.300
C -0.594 -0.359 0.011
O -0.951 -1.422 -0.859
C 0.713 0.105 -0.153
O 1.158 1.356 -0.422
N 1.612 -0.843 0.169
O 2.951 -0.508 0.523
H -1.497 1.221 1.173
H -2.643 0.062 0.500
H -1.925 1.262 -0.553
H -1.607 -1.971 -0.419
H 0.414 1.895 -0.715
H 0.856 -1.554 0.575
H 3.233 0.152 -0.130
*
```

Properties
orbital gap = 7.113 eV
E_LUMO = 0.53 eV
structure (SMILES) = C/C(O)=C(\O)NO
E_tot = -398.8039 Eh
HOMO energy = -6.6 eV

=====

[2]
ORCA calculation (ωB97M-V/def2-TZVPD) on a 2-piece molecular cluster, C3H7NO3 overall in a non-equilibrium geometry.

Structure (ORCA input):
```
! wB97M-V def2-TZVPD RIJCOSX def2/J DEFGRID3
* xyz 1 2
C -0.430 2.263 -0.363
N -0.258 0.889 -0.236
C -0.044 0.162 0.946
C -1.231 -0.866 1.113
O -1.839 -1.253 0.185
O -0.423 2.967 0.610
H -0.558 2.606 -1.395
H -0.239 0.301 -1.074
H 0.088 0.890 1.748
H 0.945 -0.316 0.983
H -1.405 -1.201 2.149
H 1.208 -2.303 -2.074
H 2.354 -2.371 -1.021
O 1.831 -1.768 -1.570
*
```

Properties
orbital gap (spin up / spin down) = 11.225 / 6.092 eV
E_LUMO (spin up / spin down) = -4.27 / -9.40 eV
E_tot = -398.6218 Eh
HOMO energy (spin up / spin down) = -15.5 / -15.5 eV

=====

[3]
ORCA calculation (ωB97M-V/def2-TZVPD) on an isolated ion of composition C3H7NO3P and charge -1 in a non-equilibrium geometry.

Structure (ORCA input):
```
! wB97M-V def2-TZVPD RIJCOSX def2/J DEFGRID3
* xyz -1 3
C 1.292 -0.484 0.442
C 0.238 0.274 1.144
C -0.072 -0.481 -0.111
N -0.127 -0.356 2.431
O -0.750 2.018 -1.315
O 0.725 0.543 -2.753
O -1.684 -0.142 -2.376
P -0.396 0.687 -1.755
H 2.086 0.066 0.002
H 1.469 -1.424 0.847
H 0.210 1.429 1.162
H -0.442 -1.378 0.021
H -0.287 0.346 3.126
H -1.245 -0.298 -3.263
H -1.019 -0.800 2.398
*
```

Properties
orbital gap (spin up / spin down) = 3.664 / 5.764 eV
E_LUMO (spin up / spin down) = 3.73 / -0.35 eV
E_tot = -740.2483 Eh
HOMO energy (spin up / spin down) = 0.1 / -6.1 eV

=====

[4]
ORCA calculation (ωB97M-V/def2-TZVPD) on a 2-piece molecular cluster, C3H7NO3S overall in a non-equilibrium geometry.

Structure (ORCA input):
```
! wB97M-V def2-TZVPD RIJCOSX def2/J DEFGRID3
* xyz -2 1
O 0.126 -1.876 -0.442
C -0.618 -0.853 -0.384
O -1.802 -0.735 -0.731
C 0.193 0.490 0.081
C 0.064 0.762 1.551
S 1.063 2.290 2.111
N -0.275 1.512 -0.885
H 1.192 0.265 -0.283
H -0.967 0.890 1.875
H 0.493 -0.017 2.178
H 0.296 2.357 -0.792
H -1.239 1.746 -0.677
H -0.105 -2.926 -2.141
H 0.731 -3.316 -3.420
O -0.042 -3.528 -2.923
*
```

Properties
orbital gap = 5.670 eV
E_LUMO = 6.07 eV
E_tot = -797.1786 Eh
HOMO energy = 0.4 eV

=====

Energy above the lowest of the compared OMol25 structures with the same formula, charge and spin in kJ/mol, matching the order above: 613.7 126.8 152.5 95.9